{"formula": "C82H63AsCl5N4O7P2STa", "method": "the ωB97M-V functional and the def2-TZVPD basis", "e_tot_ha": -9582.7724, "e_above_lowest_kj_mol": 0.0, "e_lumo_ha": -0.0319, "largest_force_ev_per_a": 2.60, "orbital_gap_ev": 6.717, "homo_energy_ev": -7.58, "elements": ["Ta", "O", "S", "C", "C", "C", "C", "C", "C", "C", "C", "C", "C", "P", "C", "C", "C", "C", "C", "C", "C", "C", "C", "C", "C", "C", "C", "C", "C", "C", "C", "C", "C", "C", "C", "C", "C", "C", "P", "C", "C", "C", "C", "C", "C", "C", "C", "C", "C", "C", "C", "C", "C", "H", "H", "H", "H", "H", "H", "H", "H", "H", "H", "H", "H", "H", "H", "H", "H", "H", "H", "H", "H", "H", "H", "H", "H", "H", "H", "H", "H", "H", "H", "H", "H", "H", "H", "H", "H", "Cl", "C", "C", "Cl", "C", "Cl", "C", "O", "C", "O", "C", "Cl", "C", "C", "C", "C", "C", "C", "As", "N", "C", "C", "C", "C", "C", "C", "C", "C", "C", "C", "C", "C", "C", "C", "C", "C", "C", "C", "H", "H", "H", "H", "H", "H", "H", "H", "H", "H", "H", "H", "H", "H", "H", "H", "H", "H", "H", "H", "H", "H", "H", "H", "H", "H", "H", "N", "C", "C", "C", "N", "C", "N", "O", "Cl", "O", "O", "O"], "coordinates": [[-1.768, 0.579, -0.207], [2.430, 0.940, -0.405], [2.364, -0.536, -0.161], [2.707, -1.253, -1.808], [3.817, -0.690, -2.398], [4.246, -1.006, -3.697], [3.498, -1.918, -4.398], [3.635, -2.404, -5.825], [2.474, -3.423, -6.004], [1.716, -3.362, -4.698], [0.568, -3.977, -4.303], [0.101, -3.715, -2.985], [0.711, -2.870, -2.089], [-0.053, -2.631, -0.400], [1.268, -3.482, 0.584], [1.747, -2.936, 1.770], [2.685, -3.613, 2.544], [3.159, -4.846, 2.134], [2.700, -5.401, 0.940], [1.764, -4.726, 0.173], [-1.335, -3.956, -0.280], [-1.321, -4.900, 0.749], [-2.390, -5.773, 0.927], [-3.497, -5.714, 0.094], [-3.539, -4.760, -0.916], [-2.475, -3.887, -1.088], [1.905, -2.191, -2.494], [2.363, -2.487, -3.792], [3.969, -0.934, 0.641], [4.618, -2.085, 0.279], [5.972, -2.342, 0.601], [6.673, -1.356, 1.238], [8.137, -1.238, 1.609], [8.266, 0.171, 2.265], [6.848, 0.708, 2.303], [6.323, 1.861, 2.823], [4.919, 2.041, 2.748], [4.067, 1.168, 2.106], [2.222, 1.360, 2.334], [2.007, 3.153, 2.030], [2.761, 3.818, 1.063], [2.500, 5.148, 0.755], [1.474, 5.830, 1.398], [0.688, 5.165, 2.329], [0.946, 3.835, 2.634], [2.308, 1.207, 4.187], [2.641, -0.085, 4.619], [2.721, -0.399, 5.966], [2.452, 0.578, 6.921], [2.126, 1.859, 6.511], [2.062, 2.176, 5.154], [4.615, 0.026, 1.462], [5.986, -0.198, 1.657], [4.363, 0.058, -1.834], [5.119, -0.523, -4.123], [4.608, -2.867, -5.997], [3.545, -1.561, -6.511], [2.857, -4.430, -6.179], [1.830, -3.170, -6.847], [0.013, -4.647, -4.952], [-0.796, -4.230, -2.687], [1.380, -1.971, 2.101], [3.037, -3.172, 3.470], [3.884, -5.378, 2.739], [3.066, -6.368, 0.611], [1.396, -5.175, -0.744], [-0.479, -4.952, 1.430], [-2.358, -6.495, 1.736], [-4.325, -6.398, 0.238], [-4.403, -4.678, -1.566], [-2.543, -3.130, -1.855], [4.093, -2.816, -0.328], [6.430, -3.275, 0.289], [8.774, -1.340, 0.729], [8.428, -2.026, 2.307], [8.902, 0.832, 1.672], [8.702, 0.118, 3.263], [6.937, 2.602, 3.324], [4.489, 2.902, 3.248], [3.542, 3.284, 0.535], [3.097, 5.651, 0.002], [1.280, 6.870, 1.162], [-0.133, 5.681, 2.814], [0.306, 3.312, 3.335], [2.851, -0.853, 3.876], [2.984, -1.406, 6.270], [2.507, 0.338, 7.977], [1.920, 2.628, 7.247], [1.836, 3.195, 4.866], [-2.250, -2.318, -6.332], [-1.687, -1.424, -4.969], [-0.462, -0.760, -5.014], [0.463, -0.743, -6.474], [0.023, -0.095, -3.886], [1.433, 0.878, -3.947], [-0.673, -0.179, -2.694], [-0.258, 0.294, -1.502], [-1.957, -0.739, -2.688], [-2.617, -0.603, -1.503], [-2.470, -1.349, -3.818], [-4.065, -1.999, -3.768], [-7.162, 3.809, 5.085], [-6.483, 3.381, 3.809], [-5.103, 3.409, 3.683], [-4.467, 2.936, 2.543], [-2.963, 3.028, 2.492], [-5.241, 2.382, 1.506], [-4.222, 1.512, 0.108], [-3.288, 0.192, 1.017], [-3.582, -0.656, 2.128], [-3.136, -1.977, 2.066], [-3.306, -2.838, 3.135], [-3.931, -2.395, 4.295], [-4.399, -1.092, 4.352], [-4.232, -0.226, 3.277], [-5.510, 0.590, -1.019], [-6.181, -0.591, -0.705], [-6.208, -1.207, 0.672], [-6.948, -1.205, -1.696], [-7.086, -0.673, -2.967], [-7.913, -1.358, -4.024], [-6.447, 0.531, -3.239], [-5.665, 1.167, -2.291], [-5.026, 2.491, -2.656], [-6.644, 2.474, 1.549], [-7.591, 2.127, 0.420], [-7.225, 2.959, 2.716], [-6.434, 4.132, 5.829], [-7.734, 2.979, 5.507], [-7.860, 4.629, 4.904], [-4.497, 3.791, 4.499], [-2.594, 3.614, 3.332], [-2.641, 3.519, 1.575], [-2.494, 2.048, 2.556], [-2.655, -2.316, 1.158], [-2.943, -3.857, 3.061], [-4.060, -3.063, 5.137], [-4.889, -0.727, 5.247], [-4.604, 0.782, 3.355], [-6.004, -0.469, 1.441], [-5.472, -2.009, 0.763], [-7.192, -1.638, 0.867], [-7.467, -2.128, -1.446], [-8.516, -2.159, -3.595], [-7.266, -1.793, -4.791], [-8.577, -0.649, -4.520], [-6.556, 0.983, -4.222], [-5.478, 2.897, -3.560], [-3.962, 2.369, -2.844], [-5.139, 3.228, -1.860], [-7.203, 2.454, -0.538], [-8.550, 2.617, 0.590], [-7.768, 1.055, 0.354], [-8.310, 3.004, 2.765], [-0.763, -0.051, 1.502], [-0.679, -0.383, 2.619], [-0.584, -0.650, 3.957], [-1.149, 0.317, 4.852], [-1.607, 1.093, 5.573], [-0.020, -1.865, 4.455], [0.426, -2.843, 4.871], [0.006, 3.418, -1.704], [-1.210, 3.093, -1.082], [-1.978, 2.072, -1.863], [-2.049, 4.199, -0.811], [-0.982, 2.355, 0.254]], "mulliken_charge": [-0.705, -0.589, 1.104, -0.353, -0.007, -1.200, 0.876, -0.980, -0.925, 0.345, -1.304, 0.584, -0.918, 2.762, 0.343, 0.731, -0.474, -0.725, -1.167, -0.116, 0.178, -0.995, -0.765, -0.766, -0.980, 0.379, -1.001, 0.408, 0.126, 0.490, -1.579, 0.238, -0.886, -0.800, 0.300, -1.298, 0.291, -0.443, 2.364, 0.186, -0.568, -0.781, -0.834, -0.939, -0.328, 0.938, -0.726, -0.369, -0.748, -0.690, -0.622, -0.889, 0.924, 0.368, 0.434, 0.377, 0.256, 0.379, 0.294, 0.479, 0.457, -0.708, 0.407, 0.401, 0.403, 0.504, 0.437, 0.414, 0.404, 0.494, -0.415, 0.455, 0.514, 0.297, 0.275, 0.272, 0.306, 0.444, 0.496, 0.273, 0.431, 0.396, 0.461, 0.475, -0.204, 0.442, 0.379, 0.419, 0.466, -0.202, 0.262, 0.585, -0.140, 0.579, -0.080, -0.932, 0.072, -1.228, 0.818, 0.752, -0.084, -1.677, 0.479, -0.474, -0.368, -0.297, -0.177, 1.996, 0.514, 1.509, -0.023, -0.322, -1.108, -1.025, -0.237, 0.788, 0.821, -1.792, -0.801, 0.386, -1.665, -0.833, 0.478, -1.847, 0.843, -1.214, -0.920, 0.364, 0.336, 0.376, 0.387, 0.730, -0.034, -0.477, -0.002, 0.434, 0.366, 0.462, -0.173, 0.032, 0.270, 0.711, 0.387, 0.411, 0.275, 0.378, 0.394, 0.564, 0.161, 0.315, 0.118, 0.578, 0.167, 0.440, 0.278, -0.011, 2.684, -0.680, -0.753, -0.808, -0.741, -0.576, 1.850, -0.488, -0.670, -0.570]}